Record 1
C4H8O2 | ωB97M-V/def2-TZVPD

CARTESIAN COORDINATES (ANGSTROEM)
C -2.4963 0.5855 -0.0659
C -0.4074 -0.4821 0.2077
C 0.7553 -0.6889 -0.4708
C 2.1134 -0.4942 0.1898
H -3.4623 0.0209 -0.2935
H -2.2379 1.6254 -0.9442
H -2.4826 1.0117 1.2621
H -0.4591 -0.3057 1.2861
H 0.6971 -0.9110 -1.5580
H 1.8272 -0.4125 1.3351
H 2.6882 -1.4200 0.0673
H 2.1643 1.4159 -0.2731
O -1.5875 -0.6425 -0.4178
O 2.8875 0.6974 -0.3248

HOMO energy = -9.1068 eV
frontier orbital gap = 9.75 eV
F_max = 0.092 hartree/bohr
DFT total energy = -307.53183 a.u.
ΔE to the lowest compared entry with this formula, charge and spin = 113.3 kcal per mole
charge = 0

---

Record 2
C42H120N6O24 | ωB97M-V/def2-TZVPD

CARTESIAN COORDINATES (ANGSTROEM)
C 17.4395 12.0627 11.2917
C 18.0444 11.3634 12.5038
C 19.1639 12.2340 13.0375
O 20.0118 12.5474 11.9807
C 21.1386 13.2383 12.4628
N 17.1659 11.1203 13.6117
H 18.0758 11.9423 10.4276
H 17.3454 13.1216 11.4511
H 16.4757 11.5714 11.0064
H 18.4291 10.4006 12.1779
H 19.6759 11.7621 13.8581
H 18.7091 13.1263 13.4481
H 21.5701 12.7037 13.3199
H 20.7495 14.2157 12.7973
H 21.8319 13.3280 11.6617
H 16.3134 10.6558 13.2771
H 16.8380 12.0216 14.0063
C 10.3299 17.8696 15.9081
C 10.7410 16.7376 14.9081
C 12.2685 16.6958 14.7561
O 12.8115 18.0275 14.4261
C 12.4340 18.5456 13.1848
N 10.3573 15.3944 15.3789
H 10.4864 17.6803 16.9722
H 9.2274 18.0608 15.8367
H 10.7881 18.7921 15.5883
H 10.3756 16.9912 13.8823
H 12.4435 16.0785 13.8511
H 12.8380 16.3253 15.6481
H 12.9615 17.9446 12.4696
H 12.8337 19.5639 12.9991
H 11.3491 18.5839 12.9855
H 9.3182 15.4439 15.3891
H 10.4769 14.8416 14.5317
C 23.3967 14.5754 20.7540
C 22.0412 14.6010 20.0693
C 20.9231 13.6688 20.6882
O 21.2485 12.2721 20.7075
C 21.6218 11.7118 19.4193
N 21.5156 15.9394 19.9258
H 23.2147 14.9984 21.7172
H 24.1873 15.2282 20.3032
H 23.6839 13.5148 20.8437
H 22.2705 14.1794 19.0616
H 20.0405 13.7802 20.0021
H 20.6564 13.9744 21.6927
H 22.6215 11.9121 19.1351
H 20.9983 12.1991 18.6294
H 21.4037 10.6586 19.4540
H 20.5220 16.0655 20.1143
H 22.0123 16.6733 20.4126
C 19.0144 13.4432 16.5901
C 17.8319 14.3381 16.8614
C 16.4787 13.9998 16.2032
O 16.4740 13.8976 14.7808
C 16.7794 15.1212 14.1473
N 17.6148 14.3302 18.3345
H 18.8166 12.3816 16.7504
H 19.7593 13.6708 17.3605
H 19.3928 13.5770 15.5802
H 18.0721 15.4394 16.5980
H 15.7847 14.7893 16.4856
H 16.1871 12.9834 16.5448
H 17.7716 15.5491 14.3155
H 15.9872 15.8003 14.4470
H 16.6151 14.9271 13.0693
H 16.6300 14.4914 18.4968
H 17.7113 13.3290 18.6693
C 23.3159 10.8230 14.4718
C 23.9525 11.4603 15.7116
C 23.3683 12.8373 16.1587
O 23.4884 13.7390 15.0768
C 22.8336 14.9598 15.4177
N 23.6938 10.5370 16.8342
H 22.2817 10.7096 14.7416
H 23.7511 9.8261 14.4030
H 23.3921 11.4134 13.5338
H 25.0232 11.6602 15.5488
H 23.8861 13.1309 17.0649
H 22.3194 12.7086 16.4320
H 23.2168 15.7162 14.7390
H 23.0408 15.2590 16.4602
H 21.7576 14.7721 15.3624
H 24.2781 10.7343 17.6129
H 23.8398 9.5461 16.6096
C 12.3704 12.5994 13.3202
C 12.3256 12.7608 11.7918
C 12.1702 14.1840 11.3334
O 10.9948 14.7012 11.8731
C 10.4491 15.7238 11.1003
N 13.5139 12.2287 11.1714
H 13.0259 13.3781 13.7462
H 12.7601 11.6464 13.5673
H 11.4171 12.7585 13.7857
H 11.4562 12.2460 11.3933
H 12.0797 14.2543 10.2524
H 13.0717 14.7780 11.6985
H 11.1846 16.4976 10.9118
H 9.6051 16.1537 11.6366
H 10.0477 15.3223 10.2008
H 14.0547 11.5251 11.7038
H 14.1108 12.9772 10.8514
C 15.4478 18.3256 17.3266
C 16.6085 19.3138 17.3058
O 16.2104 20.5700 16.7924
O 15.2203 17.8679 15.9748
H 14.5003 18.7059 17.6797
H 15.7857 17.4594 17.9188
H 17.3486 18.9498 16.6336
H 17.1031 19.4257 18.2750
H 16.9407 21.0270 16.2844
H 14.3822 18.1478 15.5548
C 17.7034 16.3736 21.2882
C 18.2506 15.3320 22.3077
O 19.4781 15.7154 22.9002
O 18.3899 16.4648 20.0693
H 17.8166 17.3568 21.7538
H 16.6755 16.1766 21.1426
H 18.3426 14.3738 21.7672
H 17.5583 15.3024 23.1844
H 20.2290 15.6386 22.2542
H 18.1535 15.8161 19.4143
C 17.7828 8.5363 16.4978
C 18.0641 7.7383 15.2657
O 17.0774 8.0552 14.3013
O 18.2118 9.8676 16.3730
H 18.4163 8.1245 17.3175
H 16.7634 8.4025 16.8019
H 17.8916 6.7087 15.5269
H 19.0869 7.9047 14.9595
H 17.2648 8.9336 13.9037
H 17.8051 10.3149 15.6166
C 12.2711 15.3274 18.7372
C 13.6658 15.1229 18.1310
O 14.6444 14.6784 19.1204
O 11.7643 14.0080 19.1533
H 11.6161 15.7408 17.9598
H 12.4526 16.1139 19.4391
H 13.9744 16.1186 17.8650
H 13.7757 14.4782 17.2303
H 14.4678 13.7541 19.2201
H 10.8106 13.9906 19.1779
C 14.1214 10.4182 16.9851
C 14.8228 10.7461 15.6733
O 14.7423 9.7419 14.6528
O 14.8651 9.4418 17.6021
H 13.0886 10.0738 16.7936
H 13.9132 11.3762 17.5185
H 15.8765 10.9319 15.9193
H 14.4398 11.6381 15.1491
H 15.2595 8.9567 14.9221
H 14.3818 8.7185 17.9516
C 17.3682 10.2358 19.9653
C 17.6234 11.3424 20.9610
O 17.2458 10.9170 22.2824
O 17.6932 10.9105 18.7986
H 16.2854 9.9986 19.9666
H 17.9262 9.3252 20.1652
H 16.8693 12.1461 20.6432
H 18.6486 11.7200 20.9029
H 17.9101 10.2351 22.5018
H 17.8358 10.3989 18.0163
C 20.4350 16.9582 16.9753
C 20.2403 17.6556 15.6742
O 18.9196 17.4115 15.2635
O 21.8516 17.1410 17.1757
H 20.1481 15.9045 16.8648
H 19.8432 17.3581 17.7895
H 20.9722 17.2865 14.9846
H 20.4598 18.7188 15.6888
H 18.5604 18.0614 14.6530
H 21.9489 16.7581 18.0658
C 17.1564 20.9018 12.9568
C 16.1495 19.9276 13.4077
O 16.8989 18.8207 13.9832
O 18.0718 21.2141 14.0279
H 16.6754 21.8668 12.8814
H 17.6063 20.6573 12.0076
H 15.5644 19.6334 12.4784
H 15.4481 20.3408 14.1473
H 16.3483 18.4357 14.7286
H 18.4244 20.3928 14.3599
C 15.8875 17.5768 10.1477
C 15.8500 16.3506 11.0480
O 15.1774 15.2971 10.3724
O 16.4132 17.1844 8.8969
H 16.5245 18.3276 10.6224
H 14.8245 17.8777 10.0624
H 15.4230 16.5834 12.0293
H 16.8609 15.9957 11.2730
H 15.6543 15.1031 9.5710
H 17.0681 17.8411 8.6169

HOMO energy = -8.8690 eV
frontier orbital gap = 9.17 eV
F_max = 0.055 hartree/bohr
DFT total energy = -3806.23731 a.u.
ΔE to the lowest compared entry with this formula, charge and spin = 8.5 kcal per mole
charge = 0

---

Record 3
C5H15N2 | ωB97M-V/def2-TZVPD

CARTESIAN COORDINATES (ANGSTROEM)
N -0.5484 -0.8328 1.9334
C -0.2198 0.5030 -1.1413
C 0.9584 -0.4550 -1.1176
C 1.8015 -0.5603 0.1910
C 1.9023 0.7857 0.9174
C -1.6113 -0.0616 -1.2437
N -2.5245 0.5170 -0.2148
H -0.5599 -0.4380 0.9957
H -1.5042 -1.1804 2.0093
H -0.5586 0.0191 2.4931
H -0.0050 1.3759 -1.7531
H 1.5347 -0.0959 -1.9732
H 0.6560 -1.4702 -1.3911
H 2.7917 -0.8798 -0.1475
H 1.4477 -1.3558 0.8297
H 2.1216 0.5802 1.9660
H 0.8909 1.1923 1.0046
H 2.5357 1.4978 0.4030
H -1.9910 -0.1045 -2.2681
H -1.5074 -1.0998 -0.9132
H -2.1487 1.4362 -0.0020
H -3.4618 0.6268 -0.5776

HOMO energy (alpha / beta) = -8.2602 / -9.3726 eV
spin multiplicity = 2
frontier orbital gap (alpha / beta) = 9.37 / 9.34 eV
expectation value of S² = 0.753
F_max = 0.037 hartree/bohr
DFT total energy = -308.91698 a.u.
ΔE to the lowest compared entry with this formula, charge and spin = 15.2 kcal per mole
charge = 0